Model w:
This record from the OMol25 dataset describes a cluster of 4 separate species, C6H19NO4 in total. The level of theory is wB97M-V/def2-TZVPD.

As for the spin multiplicity: 1. The calculation puts the frontier orbital gap at 10.103 eV. Its SMILES is CCCCNC(C)=O.O.O.O.

XYZ file:
```
30
Properties=species:S:1:pos:R:3:nbo_charge:R:1
O -2.885 1.232 1.286 -0.97
O -0.132 -2.963 1.935 -0.97
O 0.234 -2.879 -0.696 -0.70
O -2.132 -1.345 1.119 -0.96
N -0.145 -0.681 -0.328 -0.61
C 0.194 -1.710 -1.205 0.67
C -0.262 0.778 -0.732 -0.23
C 0.200 -1.545 -2.679 -0.73
C 2.058 1.474 0.531 -0.42
C 1.207 1.457 -0.802 -0.40
C 1.584 2.753 1.155 -0.63
H 0.025 -2.434 -3.354 0.26
H -0.889 1.020 -1.661 0.22
H -3.671 0.962 1.630 0.46
H 1.722 3.692 0.554 0.21
H 0.473 2.813 1.413 0.21
H -0.028 -2.912 0.991 0.49
H 1.960 3.062 2.203 0.21
H -0.464 -3.800 2.022 0.47
H -1.404 -1.786 1.522 0.49
H -2.415 0.388 1.148 0.49
H -2.574 -1.911 0.593 0.48
H 1.903 1.166 -1.636 0.21
H 3.140 1.692 0.208 0.21
H -0.777 1.196 0.135 0.23
H 1.123 -1.057 -3.073 0.25
H -0.629 -0.805 -3.059 0.23
H 1.929 0.625 1.097 0.21
H -0.168 -0.950 0.740 0.43
H 0.823 2.470 -1.055 0.21
```


Model x:
This record from the OMol25 dataset describes a cluster of 5 separate species, C6H19NO4 in total. The level of theory is wB97M-V/def2-TZVPD.

As for the spin multiplicity: 1. The calculation puts the frontier orbital gap at 7.922 eV. Its SMILES is C/C=C(N)/C=C/C.O.O.O.O.

XYZ file:
```
30
Properties=species:S:1:pos:R:3:nbo_charge:R:1
O 1.884 1.857 -1.660 -0.98
O -1.787 -1.758 2.493 -0.93
O 2.092 -2.371 0.450 -0.93
O 3.263 0.707 1.304 -0.93
N -2.782 -0.101 -0.603 -0.81
C -0.821 0.588 0.687 -0.32
C -1.378 -0.213 -0.338 0.18
C -1.084 -2.213 -1.911 -0.65
C -0.542 -1.013 -1.105 -0.31
C -0.731 1.901 0.468 -0.10
C 0.441 2.704 1.000 -0.61
H 1.598 -3.097 0.080 0.48
H -0.483 -2.459 -2.738 0.21
H 0.556 3.501 0.091 0.19
H -0.395 -0.068 1.405 0.24
H -3.364 0.206 0.081 0.37
H 2.847 1.441 -1.702 0.49
H 3.213 -0.249 1.276 0.47
H -1.148 -3.124 -1.313 0.21
H 2.376 -1.906 -0.308 0.46
H 0.140 3.211 1.831 0.21
H 0.551 -0.953 -0.932 0.19
H -2.012 -1.859 -2.413 0.20
H -1.243 -1.366 3.186 0.47
H -2.440 -0.874 2.197 0.47
H -3.080 -0.928 -1.057 0.37
H 2.656 0.952 0.636 0.46
H 1.279 2.118 1.075 0.21
H 1.791 2.810 -1.890 0.49
H -1.398 2.554 -0.289 0.21
```


Most stable of them? model w.


Model w:
This record from the OMol25 dataset describes a cluster of 9 separate species, C36H94Cl8N12O6P4 in total. The level of theory is wB97M-V/def2-TZVPD.

As for the spin multiplicity: 1. The calculation puts the frontier orbital gap at 8.651 eV. Its SMILES is CN(C)P(=O)(N(C)C)N(C)C.CN(C)P(=O)(N(C)C)N(C)C.CN(C)P(=O)(N(C)C)N(C)C.CN(C)P(=O)(N(C)C)N(C)C.O=C1CCCO1.ClCCCl.ClCCCl.ClCCCl.ClCCCl.

XYZ file:
```
160
Properties=species:S:1:pos:R:3:lowdin_charge:R:1
Cl 9.534 13.721 11.451 0.60
Cl 9.017 12.351 15.511 0.59
Cl 9.619 17.676 10.846 0.60
Cl 5.327 17.292 7.619 0.56
Cl 5.163 15.116 10.267 0.57
Cl 6.973 18.873 12.409 0.59
Cl 8.487 21.534 9.320 0.53
Cl 10.902 20.823 11.527 0.56
P 11.076 18.302 4.896 0.60
P 13.180 16.017 13.092 0.71
P 5.040 22.407 15.649 0.58
P 4.767 14.503 15.794 0.53
O 6.171 14.356 16.156 -0.28
O 12.022 15.576 13.932 -0.31
O 11.933 19.424 5.291 -0.28
O 3.661 22.276 16.171 -0.29
O 9.570 18.156 16.525 0.09
O 11.089 17.456 18.025 0.04
N 5.711 23.819 16.217 -0.31
N 13.273 15.260 11.454 -0.32
N 14.732 15.806 13.788 -0.32
N 11.748 16.749 5.136 -0.32
N 13.127 17.750 12.959 -0.29
N 4.420 15.571 14.599 -0.29
N 10.569 18.422 3.277 -0.30
N 3.888 14.991 17.163 -0.29
N 5.206 22.351 13.934 -0.28
N 4.066 13.005 15.285 -0.30
N 6.181 21.222 16.217 -0.29
N 9.564 18.270 5.828 -0.28
C 8.445 17.213 5.619 -0.06
C 14.873 15.975 15.218 -0.12
C 9.856 15.783 16.765 -0.07
C 9.678 12.799 12.984 -0.65
C 11.188 15.508 4.650 -0.14
C 5.299 24.436 17.472 -0.11
C 9.148 17.113 12.446 -0.65
C 15.985 16.040 13.056 -0.10
C 9.539 21.909 11.903 -0.62
C 9.473 18.737 7.190 -0.18
C 6.451 22.062 13.264 -0.19
C 5.470 15.822 13.640 -0.14
C 6.855 24.441 15.522 -0.10
C 8.444 18.216 13.293 -0.53
C 8.669 13.252 14.005 -0.65
C 5.941 19.870 15.833 -0.15
C 4.129 22.809 13.017 -0.08
C 11.084 15.154 17.437 -0.15
C 13.807 18.418 11.842 -0.12
C 9.075 22.679 10.586 -0.60
C 9.561 19.419 2.933 -0.12
C 6.461 17.243 8.985 -0.65
C 3.618 13.977 18.253 -0.09
C 6.487 21.356 17.648 -0.11
C 11.674 16.229 18.373 -0.18
C 13.380 13.891 11.348 -0.16
C 12.808 15.898 10.247 -0.15
C 10.122 17.225 17.071 -0.44
C 12.419 16.597 6.404 -0.13
C 3.105 16.087 14.370 -0.11
C 6.649 15.795 9.560 -0.63
C 2.641 12.772 15.431 -0.14
C 12.656 18.548 14.032 -0.14
C 3.567 16.384 17.551 -0.09
C 4.779 12.147 14.351 -0.10
C 11.356 17.869 2.176 -0.10
H 5.614 21.457 18.292 0.08
H 9.078 19.294 1.964 0.08
H 9.199 18.981 13.470 0.05
H 3.047 16.539 18.497 0.09
H 16.216 17.099 13.165 0.08
H 2.405 11.817 15.901 0.08
H 4.460 11.106 14.399 0.09
H 9.910 22.661 12.600 0.07
H 10.069 16.889 12.985 0.04
H 9.921 23.209 10.149 0.06
H 3.928 22.032 12.279 0.08
H 7.624 17.258 6.334 0.01
H 15.080 17.033 15.376 0.08
H 6.166 17.886 9.814 0.03
H 8.496 16.249 12.317 0.02
H 7.119 22.922 13.209 0.06
H 7.034 21.379 13.881 0.04
H 13.862 13.450 12.220 0.09
H 12.578 16.962 10.300 0.04
H 5.893 19.748 14.751 0.03
H 12.873 19.614 13.970 0.08
H 11.935 15.395 9.830 0.07
H 16.791 15.371 13.360 0.09
H 14.529 19.126 12.250 0.09
H 8.721 21.291 12.271 0.01
H 13.957 15.767 15.770 0.06
H 7.013 20.491 18.052 0.09
H 2.992 16.233 13.295 0.09
H 9.844 18.050 7.950 0.05
H 11.465 15.964 19.410 0.12
H 7.677 12.937 13.682 0.05
H 2.261 15.488 14.711 0.08
H 8.850 14.304 14.223 0.05
H 2.969 17.069 14.822 0.07
H 8.924 15.389 17.169 0.13
H 15.761 15.981 11.991 0.06
H 14.323 17.635 11.287 0.05
H 5.184 16.663 13.008 0.05
H 4.446 23.724 12.518 0.08
H 2.580 13.657 18.344 0.07
H 10.921 14.164 17.862 0.11
H 8.096 17.378 4.600 0.07
H 5.641 14.983 12.965 0.03
H 7.333 15.895 10.402 0.01
H 2.866 16.688 16.773 0.05
H 10.663 15.011 5.465 0.08
H 5.858 12.144 14.504 0.05
H 6.620 24.728 14.497 0.07
H 13.057 18.214 14.989 0.07
H 12.874 15.609 6.475 0.09
H 5.624 23.723 18.229 0.05
H 12.758 16.175 18.271 0.12
H 8.775 19.461 3.687 0.06
H 2.100 12.843 14.487 0.08
H 7.088 25.364 16.054 0.07
H 8.250 23.373 10.752 0.06
H 9.660 11.715 12.874 0.08
H 2.246 13.564 16.067 0.05
H 14.055 13.693 10.516 0.09
H 6.265 21.615 12.287 0.06
H 7.011 15.069 8.832 0.07
H 5.093 19.469 16.389 0.08
H 4.691 12.637 13.381 0.07
H 8.923 16.235 5.679 0.05
H 3.972 14.515 19.132 0.08
H 12.272 18.432 2.000 0.08
H 3.246 23.054 13.607 0.07
H 11.982 14.906 4.210 0.09
H 11.575 18.561 14.165 0.06
H 12.364 13.547 11.152 0.05
H 7.752 23.822 15.540 0.08
H 11.723 16.871 2.416 0.06
H 8.037 17.880 14.247 0.05
H 10.738 17.856 1.278 0.08
H 15.667 15.356 15.637 0.09
H 7.380 17.652 8.565 0.02
H 8.498 19.218 7.274 0.07
H 5.623 25.438 17.755 0.08
H 9.970 20.429 2.925 0.08
H 13.134 18.896 11.131 0.05
H 4.214 24.442 17.570 0.08
H 11.813 16.736 7.300 0.07
H 6.728 19.182 16.140 0.07
H 4.434 17.041 17.481 0.07
H 4.194 13.063 18.106 0.08
H 10.491 15.785 3.858 0.07
H 9.767 15.721 15.680 0.10
H 10.639 13.025 13.445 0.05
H 7.092 22.257 17.753 0.07
H 13.604 15.840 9.505 0.09
H 13.140 17.413 6.362 0.08
H 6.426 15.947 14.148 0.06
H 10.264 19.485 7.232 0.07
H 11.842 14.861 16.711 0.09
```


Model x:
This record from the OMol25 dataset describes a cluster of 9 separate species, C36H94Cl8N12O6P4 in total. The level of theory is wB97M-V/def2-TZVPD.

As for the spin multiplicity: 1. The calculation puts the frontier orbital gap at 8.322 eV. Its SMILES is CN(C)P(=O)(N(C)C)N(C)C.CN(C)P(=O)(N(C)C)N(C)C.CN(C)P(=O)(N(C)C)N(C)C.CN(C)P(=O)(N(C)C)N(C)C.O=C1CCCO1.ClCCCl.ClCCCl.ClCCCl.ClCCCl.

XYZ file:
```
160
Properties=species:S:1:pos:R:3:lowdin_charge:R:1
Cl 0.176 6.368 -3.819 0.49
Cl 2.591 5.657 -1.612 0.52
Cl -4.494 -0.823 -6.495 0.53
Cl 1.152 -6.197 -0.453 0.53
Cl 0.996 0.204 -1.457 0.54
Cl -4.658 -2.998 -3.848 0.52
Cl 0.636 -7.567 3.607 0.55
Cl -1.651 1.401 0.106 0.46
P 7.192 -2.127 0.749 0.69
P -6.337 -4.625 4.970 0.51
P -5.126 7.394 4.775 0.58
P 3.353 0.788 -11.505 0.60
O 1.987 -0.203 6.652 0.10
O 6.034 -2.568 1.589 -0.31
O 3.506 -0.903 8.152 0.04
O -6.505 7.262 5.296 -0.29
O 4.210 1.910 -11.111 -0.28
O -4.934 -4.772 5.332 -0.28
N 1.841 0.756 -10.573 -0.29
N -7.039 -6.122 4.461 -0.30
N -4.960 7.338 3.059 -0.30
N -4.455 8.805 5.342 -0.31
N 2.846 0.908 -13.124 -0.30
N -3.985 6.208 5.342 -0.31
N -7.216 -4.137 6.339 -0.29
N -6.684 -3.557 3.775 -0.31
N 4.025 -0.765 -11.265 -0.33
N 7.285 -2.883 -0.889 -0.34
N 8.744 -2.337 1.445 -0.33
N 7.139 -0.393 0.617 -0.30
C 0.722 -0.302 -10.782 -0.06
C -3.311 9.428 4.647 -0.10
C -0.180 0.744 0.990 -0.59
C 4.091 -2.130 8.500 -0.18
C 1.297 -7.119 1.080 -0.70
C -7.486 -5.151 7.429 -0.09
C 1.228 6.743 -1.236 -0.63
C -3.715 7.048 2.389 -0.14
C -3.679 6.343 6.773 -0.12
C 1.750 1.223 -9.211 -0.16
C 3.465 -2.006 -11.752 -0.14
C 0.288 -6.666 2.101 -0.66
C -6.037 7.795 2.142 -0.09
C 7.391 -4.253 -0.994 -0.16
C 6.820 -2.246 -2.096 -0.13
C -6.325 -6.981 3.527 -0.11
C 4.696 -0.917 -9.997 -0.12
C 1.838 1.905 -13.469 -0.12
C -7.999 -3.041 3.546 -0.12
C -5.635 -3.306 2.816 -0.10
C 8.885 -2.169 2.875 -0.13
C -7.538 -2.744 6.728 -0.09
C -4.225 4.856 4.958 -0.16
C 3.501 -3.205 7.564 -0.15
C 2.273 -2.576 6.892 -0.07
C -8.463 -6.356 4.607 -0.14
C -4.867 9.423 6.597 -0.11
C 6.668 0.404 1.689 -0.14
C 9.997 -2.104 0.713 -0.11
C -3.172 -2.320 -4.555 -0.65
C 3.633 0.355 -14.225 -0.10
C 0.524 -0.359 0.143 -0.67
C 2.539 -1.133 7.198 -0.46
C -3.360 -0.872 -5.129 -0.65
C 7.819 0.275 -0.501 -0.13
C 0.763 7.513 -2.553 -0.62
H -0.099 -0.256 -10.067 0.08
H 1.200 -1.279 -10.722 0.04
H 5.151 -1.905 -9.926 0.09
H 1.598 7.495 -0.539 0.06
H 10.803 -2.773 1.017 0.09
H 2.184 -2.638 5.807 0.13
H 9.773 -2.162 -0.352 0.06
H 6.590 -1.182 -2.043 0.06
H -6.920 8.040 2.732 0.07
H 5.175 -2.183 8.398 0.12
H -3.074 7.244 6.878 0.07
H -6.910 -6.064 7.282 0.08
H -2.488 -2.220 -3.713 0.06
H 3.882 -2.394 9.536 0.12
H -6.414 -6.491 2.557 0.07
H 5.947 -2.748 -2.513 0.08
H 10.228 -1.044 0.822 0.07
H -3.546 9.714 3.622 0.07
H -8.135 -2.059 3.999 0.07
H 5.417 -0.101 -10.039 0.08
H -6.238 7.018 1.405 0.08
H 7.874 -4.694 -0.122 0.09
H 0.373 -0.136 -11.802 0.06
H 0.410 6.124 -0.868 0.06
H -0.704 -6.982 1.777 0.07
H 7.146 0.753 -1.212 0.08
H -4.542 8.709 7.354 0.05
H -8.524 -5.471 7.520 0.07
H 8.335 -0.509 -1.056 0.05
H 9.092 -1.110 3.033 0.07
H 2.121 0.535 -8.451 0.07
H 6.376 -4.596 -1.191 0.09
H -5.463 -4.145 2.142 0.07
H -4.678 -3.181 3.324 0.08
H -6.645 -8.022 3.575 0.08
H -8.699 -7.311 5.077 0.08
H -0.061 8.207 -2.387 0.06
H -4.273 4.734 3.876 0.07
H -3.655 -0.229 -4.300 0.07
H -8.844 -3.640 3.888 0.08
H 0.469 -5.614 2.318 0.07
H -2.810 -3.046 -5.283 0.06
H 1.610 8.043 -2.990 0.06
H 8.067 -4.451 -1.827 0.09
H -3.438 4.168 5.266 0.08
H 8.541 0.983 -0.093 0.08
H -8.238 -2.440 5.950 0.04
H -9.004 -6.285 3.664 0.08
H 2.258 -6.894 1.541 0.06
H -8.113 -2.895 2.472 0.09
H 1.445 -0.583 0.682 0.07
H -3.153 5.478 7.178 0.09
H 7.616 -2.304 -2.838 0.09
H -4.552 6.444 7.417 0.08
H 0.775 1.704 -9.128 0.09
H -5.073 4.455 5.514 0.09
H 1.355 1.780 -14.438 0.08
H 9.679 -2.788 3.294 0.08
H 2.940 -2.503 -10.936 0.08
H -2.414 8.808 4.665 0.08
H -3.900 6.602 1.412 0.09
H 3.016 0.342 -15.123 0.08
H -0.127 -1.223 0.014 0.06
H 1.052 1.947 -12.714 0.06
H 4.549 0.918 -14.401 0.08
H 4.259 -3.498 6.838 0.11
H 7.968 -2.376 3.427 0.08
H -3.078 10.350 5.180 0.07
H 7.068 0.071 2.647 0.07
H -5.920 -2.465 2.185 0.09
H 6.885 1.471 1.627 0.09
H -5.952 9.429 6.695 0.08
H 0.576 1.509 1.167 0.07
H -4.543 10.424 6.880 0.08
H 5.587 0.418 1.822 0.08
H 4.259 -2.608 -12.192 0.09
H 4.091 -0.778 -9.101 0.07
H -3.047 7.908 2.334 0.06
H 3.338 -4.195 7.989 0.11
H -5.720 8.711 1.644 0.08
H 1.279 -8.204 0.970 0.07
H -6.670 -2.087 6.657 0.08
H 4.000 -0.643 -13.985 0.06
H -5.246 -6.984 3.680 0.07
H 1.341 -2.969 7.296 0.13
H 2.768 -1.729 -12.543 0.07
H -8.057 -2.589 7.673 0.08
H -0.586 0.408 1.944 0.06
H -3.131 6.366 3.007 0.06
H -2.441 -0.463 -5.550 0.06
H 2.541 1.971 -9.169 0.07
H 2.247 2.915 -13.476 0.08
H -7.132 -4.613 8.309 0.08
H -8.859 -5.564 5.243 0.05
```


Most stable of them? model w.


Model w:
This record from the OMol25 dataset describes the ion C5H11FN with charge +1. The level of theory is wB97M-V/def2-TZVPD.

As for the spin multiplicity: 1. The calculation puts the frontier orbital gap at 13.327 eV. Its SMILES is C[N+]1(F)CCCC1. Its net charge is +1.

XYZ file:
```
18
Properties=species:S:1:pos:R:3:nbo_charge:R:1
F -1.711 0.936 -0.821 -0.17
N -0.852 0.107 -0.157 0.18
C 0.011 0.963 0.759 -0.23
C 0.075 -0.583 -1.121 -0.27
C -1.666 -0.855 0.573 -0.46
C 1.372 0.464 0.689 -0.44
C 1.423 0.054 -0.855 -0.43
H 1.622 -0.380 1.312 0.23
H -0.347 -0.260 -2.114 0.27
H 0.142 -1.681 -1.096 0.27
H -0.048 1.977 0.295 0.26
H -1.088 -1.372 1.492 0.27
H -2.596 -0.370 1.064 0.27
H -0.515 0.904 1.713 0.24
H 2.250 -0.526 -1.075 0.25
H 1.792 1.000 -1.423 0.24
H -1.980 -1.659 -0.029 0.24
H 2.114 1.280 0.795 0.27
```


Model x:
This record from the OMol25 dataset describes a cluster of 2 separate species, C5H11FN in total. The level of theory is wB97M-V/def2-TZVPD.

As for the spin multiplicity: 1. The calculation puts the frontier orbital gap (spin up / spin down) at 8.101 / 8.103 eV. Its net charge is +1.

XYZ file:
```
18
Properties=species:S:1:pos:R:3:nbo_charge:R:1
F -1.254 -0.104 -1.857 -0.39
N 0.164 -0.425 -0.586 0.19
C -0.453 -0.945 0.562 -0.29
C 0.294 1.060 -0.458 -0.23
C -0.666 1.487 0.652 -0.44
C 0.899 -1.205 -1.502 -0.46
C -0.907 0.212 1.467 -0.44
H 0.222 -1.653 0.924 0.28
H 1.955 -0.780 -1.666 0.28
H 1.295 1.217 -0.229 0.24
H 0.857 -2.151 -1.108 0.23
H -1.528 1.999 0.062 0.26
H -2.084 0.074 1.694 0.28
H 0.386 -1.163 -2.471 0.33
H 0.210 1.632 -1.368 0.29
H -1.292 -1.719 0.109 0.34
H -0.328 0.357 2.464 0.26
H -0.399 2.224 1.416 0.27
```


Most stable of them? model w.